# C42H51N5SSeZr

A molecular structure, C42H51N5SSeZr in a non-equilibrium geometry (ωB97M-V with the def2-TZVPD basis set, the OMol25 dataset).

Geometry as XYZ:
```
101
Properties=species:S:1:pos:R:3:mulliken_charge:R:1
Zr -0.715 0.191 0.594 -0.9140
C -1.045 2.431 4.187 -1.6289
C -1.647 1.062 4.426 1.7841
C -2.714 0.953 5.309 -1.1078
C -3.222 -0.285 5.670 -1.0985
C -2.627 -1.440 5.190 -0.8527
C -1.558 -1.381 4.301 1.5886
C -0.823 -2.652 3.939 -1.7150
C -1.131 -0.119 3.884 -1.1139
N -0.093 -0.027 2.855 0.7087
C 1.095 0.237 3.231 0.7822
C 1.548 0.373 4.640 -2.4147
C 2.113 0.458 2.120 1.5425
C 3.543 0.591 2.511 -2.6835
N 1.649 0.546 0.934 2.1895
C 2.622 0.701 -0.150 -0.3262
C 2.852 1.983 -0.660 1.0733
C 2.491 3.228 0.113 -1.4057
C 3.632 2.087 -1.803 -0.8765
C 4.232 0.970 -2.366 -1.2239
C 4.120 -0.258 -1.738 -1.0601
C 3.332 -0.413 -0.599 0.9847
C 3.373 -1.738 0.135 -1.4721
H -1.818 3.199 4.135 0.5257
H -0.447 2.506 3.281 0.1249
H -0.395 2.701 5.024 0.3860
H -3.139 1.857 5.732 0.5169
H -4.059 -0.348 6.354 0.4551
H -2.976 -2.411 5.526 0.5410
H -1.514 -3.458 3.698 0.5093
H -0.234 -2.984 4.797 0.4733
H -0.135 -2.531 3.104 -0.1590
H 0.767 0.107 5.343 0.3705
H 1.862 1.404 4.833 0.4041
H 2.425 -0.258 4.807 0.6206
H 3.641 1.336 3.305 0.6350
H 4.170 0.872 1.672 0.4231
H 3.903 -0.357 2.923 0.4375
H 3.163 3.330 0.972 0.3132
H 1.477 3.243 0.493 -0.0519
H 2.625 4.114 -0.505 0.4801
H 3.809 3.069 -2.227 0.5030
H 4.836 1.069 -3.259 0.4843
H 4.665 -1.117 -2.118 0.4873
H 3.362 -2.573 -0.565 0.5097
H 2.550 -1.882 0.834 0.0055
H 4.305 -1.815 0.702 0.3879
S -4.283 -3.037 1.340 -0.0980
C -2.775 -3.835 1.402 -0.1141
C -1.785 -2.941 1.225 -1.7113
N -2.204 -1.626 1.053 2.1924
C -3.522 -1.562 1.102 -0.6968
H -2.692 -4.901 1.550 0.4497
H -0.736 -3.189 1.213 0.5358
H -4.092 -0.655 1.012 0.1869
Se -2.738 1.770 1.328 0.0363
C -3.287 1.197 -0.329 0.1526
N -3.681 0.752 -1.321 -0.3775
C -1.781 3.485 -5.062 -1.6526
C -1.373 3.201 -3.641 -0.0800
C -1.304 4.224 -2.701 -0.6129
C -0.948 3.970 -1.381 0.0361
C -0.885 5.072 -0.352 -1.8691
C -0.636 2.665 -1.057 1.0448
C -0.706 1.610 -1.964 0.9782
C -1.084 1.888 -3.262 -0.6883
N -0.440 0.335 -1.402 1.1471
C -0.277 -0.917 -2.173 2.0165
C 0.390 -1.867 -1.171 0.1272
C 0.493 -3.290 -1.727 0.6888
C -0.865 -3.818 -2.200 -1.3314
C -1.440 -2.869 -3.255 0.2245
C -0.488 -2.764 -4.452 -1.4427
C 0.869 -2.236 -3.973 0.4166
C 1.448 -3.196 -2.927 -1.4545
C 0.684 -0.834 -3.368 -0.6332
C -1.630 -1.488 -2.621 -1.4304
H -1.955 4.547 -5.221 0.4160
H -2.697 2.949 -5.316 0.3439
H -1.008 3.159 -5.759 0.3380
H -1.542 5.241 -2.997 0.4224
H 0.001 5.695 -0.496 0.3583
H -0.854 4.670 0.661 0.1841
H -1.755 5.723 -0.430 0.4963
H -0.347 2.454 -0.025 -0.5147
H -1.221 1.099 -3.988 0.7451
H -0.155 -1.866 -0.192 -0.7565
H 1.382 -1.481 -0.988 -1.4847
H 0.921 -3.951 -0.969 0.7108
H -1.562 -3.908 -1.364 0.1808
H -0.736 -4.820 -2.620 0.6045
H -2.410 -3.241 -3.587 0.3414
H -0.908 -2.088 -5.202 0.5197
H -0.368 -3.741 -4.929 0.5449
H 1.555 -2.163 -4.819 0.3749
H 2.436 -2.847 -2.605 0.2367
H 1.580 -4.191 -3.360 0.6749
H 0.300 -0.168 -4.138 1.0422
H 1.641 -0.422 -3.030 -0.5770
H -2.301 -1.558 -1.765 0.1945
H -2.102 -0.803 -3.328 0.4197
```

Properties
HOMO level: -12.917 eV
total charge: +2
lowest unoccupied orbital energy: -7.3 eV
energy: -129284.1249 eV
maximum force: 0.0197 hartree/bohr